{"formula": "C52H62AsF6N6O20S4", "method": "the ωB97M-V functional and the def2-TZVPD basis", "elements": ["As", "F", "F", "F", "F", "F", "F", "C", "C", "C", "C", "C", "C", "N", "O", "O", "H", "H", "H", "H", "H", "C", "C", "C", "C", "C", "C", "N", "O", "O", "H", "H", "H", "H", "H", "C", "C", "C", "C", "C", "C", "N", "O", "O", "H", "H", "H", "H", "H", "C", "C", "C", "C", "C", "C", "N", "O", "O", "H", "H", "H", "H", "H", "C", "C", "C", "C", "C", "C", "N", "O", "O", "H", "H", "H", "H", "H", "C", "C", "C", "C", "C", "C", "N", "O", "O", "H", "H", "H", "H", "H", "C", "C", "C", "S", "O", "O", "C", "H", "H", "H", "H", "H", "H", "H", "H", "C", "C", "C", "S", "O", "O", "C", "H", "H", "H", "H", "H", "H", "H", "H", "C", "C", "C", "S", "O", "O", "C", "H", "H", "H", "H", "H", "H", "H", "H", "C", "C", "C", "S", "O", "O", "C", "H", "H", "H", "H", "H", "H", "H", "H"], "xyz": [[0.193, -1.414, -0.737], [1.868, -0.784, -0.625], [0.595, -2.355, 0.754], [-1.465, -2.089, -0.842], [-0.062, -0.514, -2.288], [0.822, -2.838, -1.625], [-0.324, -0.078, 0.340], [0.202, -2.671, -5.241], [-0.008, -3.780, -6.031], [-0.912, -3.764, -7.023], [-1.693, -2.548, -7.285], [-1.541, -1.429, -6.452], [-0.558, -1.493, -5.475], [-2.757, -2.569, -8.416], [-2.888, -3.581, -9.075], [-3.253, -1.510, -8.755], [0.942, -2.711, -4.455], [0.620, -4.633, -5.820], [-1.017, -4.604, -7.694], [-2.225, -0.593, -6.443], [-0.613, -0.690, -4.755], [-4.036, -3.894, -1.536], [-3.329, -4.045, -2.679], [-3.834, -3.572, -3.862], [-5.105, -2.996, -3.896], [-5.828, -2.924, -2.675], [-5.276, -3.350, -1.493], [-5.504, -2.327, -5.147], [-4.912, -2.555, -6.251], [-6.336, -1.405, -5.051], [-3.625, -4.131, -0.566], [-2.420, -4.628, -2.687], [-3.263, -3.655, -4.775], [-6.783, -2.424, -2.606], [-5.772, -3.196, -0.546], [4.526, 1.012, 6.148], [3.255, 1.243, 5.613], [2.701, 0.233, 4.785], [3.512, -0.962, 4.577], [4.673, -1.182, 5.297], [5.226, -0.224, 6.056], [3.064, -2.003, 3.618], [3.840, -2.878, 3.281], [1.938, -1.862, 3.155], [4.946, 1.755, 6.811], [2.668, 2.119, 5.845], [1.717, 0.398, 4.374], [5.219, -2.092, 5.095], [6.157, -0.339, 6.590], [-4.991, 0.238, -1.054], [-3.992, -0.321, -1.786], [-3.486, 0.403, -2.862], [-3.976, 1.735, -3.196], [-4.944, 2.317, -2.301], [-5.429, 1.577, -1.219], [-3.392, 2.538, -4.262], [-3.747, 3.716, -4.356], [-2.563, 2.016, -5.004], [-5.312, -0.254, -0.147], [-3.579, -1.303, -1.606], [-2.648, 0.010, -3.418], [-5.127, 3.369, -2.459], [-6.173, 1.990, -0.554], [0.623, 2.473, -1.373], [1.584, 3.464, -1.237], [1.123, 4.820, -1.398], [-0.057, 5.139, -2.005], [-0.967, 4.115, -2.159], [-0.667, 2.798, -1.793], [-0.443, 6.538, -2.320], [0.213, 7.479, -1.877], [-1.505, 6.746, -2.954], [0.859, 1.445, -1.141], [2.577, 3.250, -0.870], [1.785, 5.619, -1.098], [-1.982, 4.368, -2.426], [-1.414, 2.029, -1.924], [4.543, 0.705, 1.651], [3.520, 1.567, 1.319], [3.555, 2.834, 1.775], [4.614, 3.356, 2.511], [5.640, 2.460, 2.866], [5.654, 1.163, 2.389], [4.531, 4.798, 2.881], [3.722, 5.573, 2.390], [5.410, 5.118, 3.702], [4.505, -0.281, 1.212], [2.739, 1.224, 0.658], [2.853, 3.585, 1.446], [6.540, 2.778, 3.372], [6.459, 0.476, 2.603], [3.217, 0.365, -4.825], [4.248, 1.473, -5.054], [5.494, 1.188, -4.219], [4.864, 0.504, -2.619], [4.615, 1.531, -1.649], [5.628, -0.715, -2.234], [3.225, -0.025, -3.347], [3.673, -0.417, -5.433], [2.277, 0.744, -5.226], [3.840, 2.431, -4.730], [4.339, 1.622, -6.130], [6.116, 2.026, -3.906], [6.055, 0.384, -4.697], [2.483, 0.644, -2.911], [2.847, -0.979, -2.979], [-1.533, 5.004, 2.528], [-0.818, 4.037, 1.614], [-0.151, 2.885, 2.438], [0.380, 3.593, 4.053], [1.839, 3.792, 4.105], [-0.263, 2.939, 5.232], [-0.478, 5.269, 3.742], [-2.413, 4.443, 2.842], [-1.841, 5.918, 2.020], [-0.051, 4.508, 0.999], [-1.383, 3.574, 0.805], [0.534, 2.148, 2.019], [-1.018, 2.336, 2.805], [0.375, 5.862, 3.414], [-0.900, 5.661, 4.668], [0.213, -4.430, 4.629], [0.860, -5.648, 5.241], [2.111, -6.043, 4.518], [1.487, -5.829, 2.744], [0.831, -7.043, 2.278], [2.580, -5.367, 1.939], [0.153, -4.560, 3.089], [0.743, -3.497, 4.820], [-0.815, -4.337, 4.981], [0.262, -6.558, 5.307], [0.913, -5.361, 6.291], [2.294, -7.107, 4.665], [2.992, -5.412, 4.642], [-0.781, -4.990, 2.727], [0.401, -3.682, 2.493], [-1.977, -0.559, 3.641], [-2.807, -1.329, 4.755], [-4.304, -1.078, 4.552], [-4.539, -0.551, 2.767], [-5.431, 0.592, 2.705], [-4.743, -1.744, 1.943], [-2.847, 0.092, 2.577], [-1.362, -1.253, 3.068], [-1.216, 0.142, 3.984], [-2.538, -0.874, 5.708], [-2.516, -2.369, 4.904], [-4.534, -0.244, 5.215], [-5.029, -1.861, 4.776], [-3.002, 1.166, 2.670], [-2.604, -0.148, 1.542]], "atomic_forces_ev_per_a": [[1.366, -1.877, 0.787], [-1.289, 0.044, -0.469], [-1.056, 0.939, -1.301], [1.452, 0.917, 0.242], [0.104, -0.645, 1.720], [-0.736, 1.463, 0.203], [-0.060, -0.743, -1.246], [-0.704, 1.998, -0.099], [1.396, 0.004, 1.180], [-2.660, 2.055, -2.590], [0.258, -1.628, 0.611], [-0.294, -1.364, -0.732], [-0.049, -1.152, 0.915], [1.590, 0.749, -0.560], [0.059, -0.513, 0.805], [0.097, -0.093, 1.011], [-0.098, 0.130, 0.200], [-0.167, -0.321, -0.225], [-0.269, -0.015, -0.001], [0.017, 0.093, -0.478], [0.725, 0.134, 0.109], [0.722, -0.474, 2.315], [0.731, -0.836, -0.824], [-0.619, 0.143, -1.094], [0.638, -0.336, 1.194], [-0.689, 1.040, -1.509], [-0.830, 0.428, -0.578], [-0.082, 2.050, -2.272], [-1.322, -0.185, 3.294], [1.043, -1.892, 0.161], [0.429, -0.414, -0.070], [0.327, 0.397, 0.094], [0.011, 0.048, -0.116], [-0.136, 0.031, -0.473], [-0.165, -0.027, -0.048], [0.167, -0.495, 0.915], [0.311, -1.897, -0.686], [1.985, -0.952, 0.469], [-1.861, 1.883, 0.571], [0.086, -1.665, -1.886], [-0.783, 2.956, 0.798], [-0.453, 0.601, -0.490], [-0.161, 0.308, 0.536], [0.520, -0.190, 0.485], [0.087, 0.270, -0.081], [0.201, 0.142, -0.156], [0.099, -0.381, -0.312], [-0.127, -0.253, 0.069], [0.020, -0.134, -0.081], [-0.779, 1.538, 1.767], [0.576, 0.414, -1.600], [-0.141, 2.229, -1.217], [-0.684, -2.166, 3.005], [1.508, -0.538, -0.894], [0.563, -0.806, -1.358], [0.357, 0.568, -0.624], [0.257, -1.141, 0.151], [-0.663, 0.208, 0.671], [-0.346, -0.338, -0.069], [-0.033, 0.087, 0.235], [-0.030, -0.073, -0.216], [-0.503, -0.011, 0.058], [0.110, 0.057, 0.092], [0.171, -0.132, -0.230], [-1.831, 1.743, 0.380], [2.618, -0.515, -0.135], [-0.310, -0.455, 0.434], [-1.328, -0.711, 0.071], [0.358, 0.871, -0.521], [-1.949, 1.729, -0.122], [0.156, -1.431, -0.276], [2.025, -1.197, 0.944], [0.091, -0.025, -0.082], [0.052, 0.078, -0.059], [0.200, 0.142, -0.183], [-0.037, -0.023, -0.459], [-0.058, -0.050, 0.171], [0.964, -0.095, -0.071], [-0.097, -1.283, -0.241], [0.163, 2.897, 0.012], [-0.931, -1.378, -0.385], [0.822, 1.221, -0.069], [-1.792, -0.467, -0.386], [1.866, -0.089, 1.055], [0.645, -1.176, 0.318], [-1.295, 0.126, -0.916], [0.199, -0.249, 0.165], [-0.165, -0.053, 0.056], [-0.474, -0.142, 0.083], [-0.189, 0.381, 0.302], [0.136, 0.166, 0.081], [1.613, -0.542, -0.235], [-0.536, 1.488, 0.855], [-0.241, -0.503, 0.302], [-0.528, -3.610, -1.028], [0.321, 0.561, 0.088], [-1.002, 2.456, -0.678], [-0.730, 1.510, 0.469], [-0.817, -0.607, -0.159], [-0.171, -0.634, 0.208], [-0.151, 0.146, 0.285], [0.776, -0.269, 0.030], [-0.004, 0.030, -0.444], [0.324, 0.034, 0.340], [0.243, 0.326, 0.491], [0.760, -0.378, -0.460], [1.372, -0.635, 1.372], [2.193, -0.746, -1.215], [-1.700, 0.373, 1.259], [-0.200, 1.068, 1.075], [-1.780, -0.286, -0.099], [0.976, 0.694, -2.353], [-0.530, -1.412, -1.187], [-0.190, 0.468, 0.645], [0.153, -0.022, 0.157], [0.343, 0.472, 0.348], [-0.703, -0.091, 0.416], [0.243, 0.534, -0.209], [-0.010, -0.515, 0.020], [-0.203, 0.213, -0.141], [0.042, -0.257, -0.084], [-1.050, 0.430, -1.830], [-0.196, 0.124, 1.764], [-0.838, 0.104, -1.164], [0.086, -0.644, -0.292], [-0.010, 0.389, 0.827], [-0.028, 0.476, 0.089], [1.006, -0.952, 0.060], [0.171, -0.170, 0.477], [0.059, 0.184, 0.249], [-0.674, 0.266, -0.543], [0.909, -0.271, 0.278], [0.391, 0.171, -0.252], [-0.113, -0.025, -0.083], [0.181, -0.184, 0.021], [0.094, 0.027, 0.265], [0.498, -1.095, -0.867], [0.571, 0.800, 0.086], [-0.053, 0.449, -0.556], [0.766, -0.285, 1.228], [-0.207, -0.718, -0.281], [-0.007, 1.122, 0.665], [-1.301, -0.064, -0.121], [-0.006, -0.459, 0.247], [-0.435, 0.158, 0.615], [-0.050, 0.068, 0.052], [-0.105, -0.057, -0.708], [-0.453, 0.290, -0.538], [0.351, -0.252, -0.195], [0.154, -0.013, 0.105], [0.392, 0.014, 0.080]], "charge": -1, "relative_energy_ev": 0.000}